# 1
Molecular formula: C6H7F
Method: DFT, the ωB97M-V functional and the def2-TZVPD basis

Geometry as XYZ:
```
14
Properties=species:S:1:pos:R:3:forces:R:3
H 0.963406 -1.948174 0.639557 0.3 0.0 0.7
C -1.188549 1.773351 0.327227 1.9 1.2 1.1
H 0.409374 -0.167491 1.887463 0.7 0.8 -0.9
C -0.538828 0.579061 0.135517 -3.7 3.4 -0.5
C 0.162241 -1.212064 -0.934170 -1.5 -1.3 -4.8
F -2.215996 2.366697 -0.355613 -0.2 -1.6 -0.5
H 2.158526 -1.326742 -0.293553 1.0 1.1 -0.2
H 0.543762 -1.971137 -1.808336 -1.9 1.6 2.1
C -0.978998 -0.423054 -0.865173 3.1 -1.5 -0.4
H -1.880167 -0.466271 -1.539948 1.3 0.3 1.1
C 1.191359 -1.040624 0.063061 -1.4 -1.0 1.6
H -0.871099 2.648537 0.978840 0.3 -1.8 -0.4
H 1.536928 0.983951 0.902862 -1.4 -0.7 0.2
C 0.708041 0.203960 0.862269 1.5 -0.5 1.0
```
Forces are in eV/Å.

Values from the calculation:
Electronic energy: -9050.124 eV
Relative energy (zero: lowest compared OMol25 entry of this formula, charge and spin): 39.91 kcal/mol
Net charge: 0
Frontier orbital gap: 8.955 eV
F_max: 5.21 eV/Å

=====

# 2
Molecular formula: C7H11N
Method: DFT, the ωB97M-V functional and the def2-TZVPD basis

Geometry as XYZ:
```
19
Properties=species:S:1:pos:R:3:forces:R:3
H 5.008541 -1.284952 0.341097 -0.2 0.2 0.1
C 4.907157 -0.240770 0.060176 0.9 0.9 0.2
C -4.274865 0.321553 -1.370064 1.1 1.4 0.0
H -4.637668 1.303253 -1.662129 -0.7 -0.4 -0.2
N 3.562490 1.557984 -0.800348 0.4 -1.4 -0.1
H -4.656569 -0.590088 -1.797420 0.0 -0.1 0.0
H -2.863715 -1.855710 0.003104 1.3 3.6 -0.7
H -2.878649 1.351986 -0.085376 -0.2 0.3 -0.9
C -3.177872 0.426122 -0.585435 0.0 -1.1 0.9
C -2.440478 -0.641757 -0.005946 -1.3 -4.2 2.0
C -1.514032 -0.395205 1.044384 -1.5 1.3 -0.6
H -1.494299 0.684029 1.224690 1.4 -0.1 -0.1
H 5.827826 0.383614 0.031849 -0.8 -0.6 -0.2
C 3.699366 0.325512 -0.302091 0.4 0.3 0.6
H 2.704216 1.469406 -1.325693 -0.7 0.8 0.1
H -1.503175 -2.241390 2.020550 0.3 -0.3 -0.3
H -0.088048 -1.204882 2.535461 -0.9 0.7 0.0
H 2.827160 -0.288691 -0.079036 -0.3 -0.2 -0.6
C -1.017558 -1.275713 1.949490 0.7 -1.1 -0.1
```
Forces are in eV/Å.

Values from the calculation:
Electronic energy: -8919.022 eV
Relative energy (zero: lowest compared OMol25 entry of this formula, charge and spin): 200.78 kcal/mol
Net charge: 0
Frontier orbital gap: 2.117 eV
F_max: 4.86 eV/Å

=====

# 3
Molecular formula: C15H21O4PTm
Method: DFT, the ωB97M-V functional and the def2-TZVPD basis

Geometry as XYZ:
```
42
Properties=species:S:1:pos:R:3:forces:R:3
C -3.034568 0.501747 -0.672801 -1.2 0.1 0.8
H -2.088395 0.528849 -1.294575 -0.8 -0.1 0.4
O 0.469837 -3.085035 0.567248 1.0 2.7 0.2
H 6.247194 -0.135005 1.595386 -1.1 -0.3 0.0
O 0.599657 -2.453093 2.733967 0.1 0.0 -0.2
O 2.126671 -0.558974 -2.910583 -2.5 -1.3 1.1
H -4.338319 4.554826 -0.603026 1.2 0.0 -0.3
H -3.537457 -1.576298 0.062985 0.6 0.8 0.3
H -1.706406 -1.573678 1.899264 0.6 0.4 -1.0
C -2.878831 2.997787 -1.211923 0.0 0.9 0.3
H 1.731914 0.414138 1.222673 1.1 -0.7 0.2
C -1.546637 -0.996660 0.940363 -0.2 0.1 0.3
H -0.572971 -0.850580 -2.408882 0.2 -0.8 2.8
H -3.600078 -0.276686 1.310654 0.6 -0.4 -0.9
H 5.960183 -2.715356 1.927850 -0.8 0.8 -0.2
H -4.366323 2.091614 0.110296 1.2 -0.2 0.3
C 1.572407 -1.351780 -2.081017 1.6 1.4 -1.6
H -2.721277 4.765809 0.162536 -0.4 -0.2 -1.0
H -2.972592 5.231643 -1.604469 -0.1 -0.7 0.7
C 2.465944 -1.675927 1.565247 1.4 0.5 -1.1
Tm -0.054188 -0.300002 -4.204858 1.1 0.8 -1.4
H 0.137615 0.122375 -1.044991 0.7 -0.7 -0.8
H -3.935686 0.311983 -1.328747 1.2 0.2 0.3
C 4.019937 0.315585 1.355354 -1.0 -2.1 0.6
C -3.019007 -0.645748 0.416368 0.6 0.4 0.0
C 5.096527 -2.029593 1.758895 -2.8 2.1 -0.4
H -3.421344 2.788528 -2.182521 0.5 -0.1 1.1
C 3.698395 -2.567745 1.758051 1.4 1.3 0.0
C -3.227611 4.492378 -0.804332 -0.4 -0.6 0.4
C 2.621424 -0.257039 1.360735 1.8 -1.4 0.3
C 5.224538 -0.585966 1.573220 -1.0 -1.5 0.1
P -0.667415 -2.139629 -0.283955 -2.3 -1.7 0.1
C -3.262826 1.959836 -0.070377 0.3 0.0 -1.8
H -0.946178 -0.066951 1.168777 -0.7 -0.8 -0.1
C 0.152282 -0.909314 -1.502836 1.1 -0.3 0.0
H -1.763913 2.942284 -1.429908 -1.0 -0.1 0.2
H 4.153015 1.423464 1.225937 0.0 -1.3 0.1
H 3.162609 -2.240828 -1.685107 -0.3 -0.6 -0.7
C 1.081083 -2.430442 1.650437 0.4 0.3 0.6
O 2.218011 -2.503756 -1.805515 -1.2 2.1 1.2
H 3.572353 -3.675600 1.916390 -0.1 1.3 -0.2
H -2.649572 2.158835 0.847786 -0.7 -0.2 -0.7
```
Forces are in eV/Å.

Values from the calculation:
Electronic energy: -62869.137 eV
<S²>: 2.0311
Net charge: +3
Frontier orbital gap (spin up / spin down): 6.173 / 4.956 eV
F_max: 3.53 eV/Å
2S+1: 3

=====

# 4
Molecular formula: C51H44BN12O3S2Ta
Method: DFT, the ωB97M-V functional and the def2-TZVPD basis

Geometry as XYZ:
```
114
Properties=species:S:1:pos:R:3:forces:R:3
H -1.792393 -5.204261 -3.257948 -0.3 0.2 0.5
C -0.094304 1.536689 4.122745 -0.3 0.0 -0.8
H 5.945427 0.065359 -0.669711 -0.3 -0.1 0.4
N -2.172271 0.869715 -1.307931 -2.3 -0.7 -0.2
H 1.041386 1.481730 -2.774200 0.0 -0.5 -0.2
C 2.403930 0.942322 1.577496 1.3 0.1 -0.3
C -3.111289 4.449377 0.880341 -0.9 -0.4 0.9
H 8.165792 -5.514971 0.281471 0.1 0.1 -0.1
C -1.162266 5.578279 -1.077309 0.1 0.3 0.6
C 5.516133 -4.817259 -1.716391 -0.5 0.3 0.2
S 3.932111 -2.386029 2.067712 0.2 0.1 0.0
H 4.193896 -4.663231 2.600994 0.3 -0.5 1.1
H 1.198146 -4.263221 0.253619 -0.2 0.0 0.1
H -3.583176 4.105401 4.078126 -0.3 -0.1 -0.5
N 1.198829 4.889453 1.307946 -0.1 0.3 0.5
N 1.310475 2.446825 -2.737293 -0.2 0.7 1.3
C 2.934819 4.539432 -1.894210 -0.6 0.1 1.0
N 1.411286 -2.232540 1.435826 0.2 1.1 -0.6
H -1.436134 2.632578 5.385603 0.4 0.0 0.1
Ta -0.544181 0.824447 -0.073255 0.0 0.2 0.2
N 0.395944 -1.744351 0.588056 0.0 -0.5 0.6
C 1.239760 1.432877 3.808893 0.5 -0.2 0.7
H 2.158424 -1.564753 -1.111350 -0.2 -0.3 0.1
O -4.495858 0.293033 -1.194142 0.4 0.2 -0.1
C -3.869437 -0.702777 2.738713 -0.8 -1.0 0.3
O 0.245984 2.469280 -0.722059 -0.1 0.1 -0.3
H 5.250620 -4.757911 -2.753544 -0.1 -0.1 -0.4
C -3.358878 0.582025 -1.240617 1.5 0.4 -0.1
H -4.133565 -3.994556 0.112010 0.1 0.0 0.1
C -0.655838 -0.650165 -2.764334 0.3 -0.3 0.2
H -2.484165 2.907246 -2.661216 -0.3 -0.5 0.2
C 7.183274 -5.194467 -0.035090 -0.4 -0.3 0.0
C 4.574305 -4.512644 -0.749400 -0.1 0.0 1.3
C 2.580975 -1.911289 1.015580 -0.3 -0.1 -0.4
C 3.955671 -4.170685 1.697859 -0.3 0.3 -0.8
H -0.758821 6.377338 -4.360072 -0.1 0.1 0.2
C 4.145572 -0.929975 -0.777636 0.1 0.0 -0.3
C 3.805213 0.990127 1.873054 -1.0 -0.4 0.6
C 1.315310 1.139939 2.441687 -0.1 0.5 0.0
H 0.067999 1.975046 6.172956 0.0 0.4 0.0
H -1.363760 -1.063655 -0.523443 -0.2 -0.5 -0.1
C 1.180674 2.996890 -1.500885 -1.1 -0.6 -0.4
H -4.008524 -1.128507 -4.682760 -0.9 0.0 -0.4
C -4.219579 3.872476 3.197072 0.5 0.5 0.5
C 4.916360 -4.561264 0.623108 0.5 0.1 -1.3
H -1.286245 0.964220 5.821719 -0.1 -0.4 -0.2
H -4.837360 3.035441 3.488588 -0.1 -0.3 -0.2
H 2.099953 2.780268 -3.245501 0.5 -0.1 -0.6
H 4.414299 -1.330403 -1.758925 0.0 0.2 0.3
C -0.862354 -0.034482 -3.950788 -0.6 -0.7 0.1
N -2.862821 0.054583 2.305059 0.3 0.1 -0.3
H -2.962457 -5.715447 -1.236187 0.0 -0.1 -0.1
C -0.140284 -2.613300 -0.168249 -0.4 -0.1 -0.5
C 2.786701 -1.194276 -0.307370 0.1 0.3 0.7
C 1.542971 4.604777 0.251273 0.4 -0.5 -1.0
C 0.314810 -4.028627 -0.333116 0.0 0.3 -0.4
C -1.393939 -2.095384 -0.863106 0.5 0.8 0.4
C -0.717243 1.806287 5.442445 -0.2 0.0 0.1
H -4.868582 4.722689 3.020953 -0.1 0.2 0.0
H -4.976520 0.652455 3.984876 0.2 -0.3 0.2
C -2.780979 -4.677280 -1.485132 -0.5 0.7 0.7
H 0.570272 -4.150043 -1.393192 -0.1 -0.2 0.1
C -1.070399 5.832700 -3.474306 0.6 0.6 1.1
H -0.941815 5.961154 -0.082196 -0.1 -0.1 -0.2
N -1.962440 2.545567 0.637270 -0.2 0.3 0.6
C 4.871869 0.603704 1.130318 0.0 -0.3 -0.9
H -2.888876 1.646481 3.879182 0.3 -0.1 -0.5
H -5.679251 -0.945630 3.857799 0.3 -0.1 0.0
H -4.217233 -0.719458 4.883147 -0.3 0.3 -0.6
H 2.063838 1.493826 4.518213 -0.3 0.0 -0.4
C -0.809072 6.328145 -2.170981 -0.3 -1.2 -1.5
H 3.551519 -4.241021 -0.991126 0.1 0.0 -0.3
H -3.707187 -2.219244 -2.535784 0.1 0.2 0.1
C -1.458487 -1.856096 -2.342216 -0.4 -0.2 -0.9
C 1.860986 4.092116 -1.052597 0.7 0.4 0.1
H -1.353899 -3.089453 -4.193484 0.0 -0.2 0.2
C -2.088898 -0.303685 -4.705838 0.9 0.6 -0.1
H -0.518926 -4.687990 -0.095614 0.1 -0.2 0.0
C -3.966821 -1.828547 1.919078 0.3 0.7 0.0
C -1.665657 4.601822 -3.598239 -0.5 0.0 0.3
N 3.791277 4.830940 -2.601995 0.2 0.1 -0.3
N -2.286446 -0.499901 1.213929 0.1 0.0 -0.2
C -3.256670 -3.710988 -0.458748 0.7 0.1 -0.1
H -0.295445 7.236786 -2.025479 0.4 1.0 0.0
B -2.343144 1.413987 2.814400 -0.2 -0.1 1.0
H 6.514191 -4.905563 1.968214 0.2 -0.1 0.5
O 0.170469 -0.141000 -1.787270 -0.5 -0.1 -0.5
C -2.819443 -1.920423 -3.089549 -0.5 -1.4 1.1
C 6.234460 -4.900236 0.933790 -0.4 0.2 0.0
H 7.455520 -5.435120 -2.172605 0.6 -0.1 -0.2
H 5.816467 0.852268 1.584286 0.3 0.0 -0.1
N 0.047385 1.169674 1.935654 -0.3 -0.6 -0.1
H 2.934106 -4.430403 1.466236 -0.3 -0.2 -0.1
N -0.820976 1.384248 2.989590 0.0 -0.1 0.5
C -1.839960 -3.076258 -3.220374 0.7 1.3 -0.2
C -4.724582 -0.416361 3.940511 0.1 0.4 0.2
H -3.562044 5.399582 0.649955 0.1 0.0 0.0
H -0.269014 0.812820 -4.246540 0.1 0.2 0.0
C -3.389291 3.633596 1.980976 0.7 -0.3 -0.5
C 6.803878 -5.169374 -1.369507 0.0 0.0 0.3
H -4.693648 -2.631722 1.984438 0.3 0.2 0.0
C -1.754963 4.324336 -1.199680 -0.3 -0.1 -0.1
C -2.952262 -1.652843 0.972674 -0.3 -0.6 -0.4
N -2.675603 2.497264 1.812586 0.2 0.7 -0.9
C -3.058498 -1.075320 -4.224199 0.7 0.1 0.0
H -2.257278 0.274711 -5.604737 0.0 0.0 0.0
C 4.983125 -0.079116 -0.159329 0.8 0.2 0.2
C -2.251213 3.730979 0.066617 0.4 -0.5 -0.1
S 2.049934 0.597583 -0.039794 -0.2 -0.3 -0.2
C -2.138987 -4.379600 -2.613345 0.5 -0.5 -0.9
H -1.966023 4.269524 -4.576374 0.1 -0.3 -0.2
H 4.080959 1.304782 2.867701 -0.2 0.4 0.3
C -2.597069 -2.579027 -0.148372 -0.7 0.1 0.5
C -2.012562 3.844931 -2.475699 0.2 0.4 -0.4
```
Forces are in eV/Å.

Values from the calculation:
Electronic energy: -101524.475 eV
Relative energy (zero: lowest compared OMol25 entry of this formula, charge and spin): 0.61 kcal/mol
Net charge: 0
Frontier orbital gap: 5.841 eV
F_max: 2.45 eV/Å

=====

# 5
Molecular formula: C3H10NS2
Method: DFT, the ωB97M-V functional and the def2-TZVPD basis

Geometry as XYZ:
```
16
Properties=species:S:1:pos:R:3:forces:R:3
H 2.464040 -0.035935 -1.433194 0.3 -0.2 0.1
H -2.107014 -1.387412 0.289393 0.6 -0.4 0.3
N -1.293417 0.872945 1.084530 -1.1 1.4 -1.3
H -2.153748 0.772594 1.623475 0.2 -1.4 0.2
H 3.667104 -0.955343 -0.378330 -0.5 -0.3 -0.1
S 1.597120 -0.270125 0.791690 -0.2 -0.8 -0.5
H -0.451427 0.870373 -0.772550 -0.6 0.2 -0.7
H -2.320007 0.973136 -0.722836 0.2 -0.4 -0.7
H -1.269690 1.898113 1.117505 1.0 -0.1 -0.1
C -1.341213 -1.070012 -0.427835 -0.7 1.3 -0.1
S 0.375710 -1.700092 -0.157954 -0.2 -0.5 0.3
H 3.449031 0.761824 -0.161916 -0.1 -0.1 -0.3
C 2.928965 -0.160758 -0.454272 -0.1 1.1 0.3
H -0.419557 0.446440 1.398823 -0.1 0.2 0.8
C -1.407480 0.459424 -0.429208 0.8 -0.1 1.9
H -1.718413 -1.475176 -1.367315 0.5 0.1 -0.2
```
Forces are in eV/Å.

Values from the calculation:
Electronic energy: -26426.582 eV
Relative energy (zero: lowest compared OMol25 entry of this formula, charge and spin): 22.31 kcal/mol
Net charge: +1
Frontier orbital gap: 9.091 eV
F_max: 2.20 eV/Å